(1)
C18H38N5O4RuS | ωB97M-V with the def2-TZVPD basis set

As for the expectation value of S²: 0.754. Its charge is +2. The orbital gap (spin up / spin down) is 0.2896 / 0.2447 Ha. The value obtained for the HOMO energy (spin up / spin down) is -14.301 / -14.276 eV. The electronic energy is -1775.93510 a.u. Its spin multiplicity is 2. The value obtained for the relative energy (zero: lowest compared OMol25 entry of this formula, charge and spin) is 0.000 eV.

Geometry as XYZ:
```
67
Properties=species:S:1:pos:R:3:forces:R:3
C 2.376328 1.273738 -2.848054 0.19 -0.12 -0.07
H 2.034908 0.236773 -2.808795 0.03 0.07 0.01
H 3.468668 0.180310 0.336549 -0.01 -0.01 0.01
C -2.026936 2.255768 1.762489 0.17 0.07 -0.03
N -0.677967 1.010537 -1.733817 -0.81 -0.24 0.19
H 2.438314 0.003591 1.789206 0.00 -0.01 -0.01
H -3.037974 -1.693919 1.276287 0.03 -0.02 0.03
H -0.766507 -1.266296 4.789699 0.00 0.01 0.00
C -0.123317 -1.595295 2.737198 -0.03 -0.02 0.07
H -1.745641 -2.584426 -0.644157 -0.07 -0.06 -0.07
C -0.708917 0.507792 -3.135897 -0.20 0.00 0.10
N -3.193347 4.229264 2.914178 0.12 0.04 0.06
H 3.526300 -1.440658 -1.582152 0.01 -0.01 0.01
H 0.670510 -2.331969 2.624195 -0.03 0.00 0.02
H 2.019864 1.711766 -3.787209 0.05 0.01 0.01
H -3.216046 -2.083586 3.948615 0.00 0.00 0.00
S 2.077262 -1.735752 0.265136 -0.01 0.09 0.03
H 0.293521 -0.591103 2.758820 0.01 0.02 0.01
C 3.083121 -0.514259 1.082055 0.00 0.01 0.01
C -2.314150 -2.103395 1.976750 -0.07 -0.07 0.01
Ru -0.809976 -0.299974 -0.152726 0.02 -0.26 0.24
O 1.094106 -0.880635 -0.578025 0.02 -0.02 -0.32
H 4.244880 1.031817 -1.788494 0.01 -0.01 -0.01
N 0.157018 2.848285 2.523813 -0.02 0.00 0.06
H -2.985034 -2.804417 -2.429157 -0.04 0.04 0.08
H -2.013280 -0.105516 -4.680229 -0.03 0.01 -0.01
H -2.628476 1.244037 -3.761200 0.01 0.00 0.02
H -0.481623 -2.341782 -1.607588 0.00 -0.02 0.04
H -2.638890 -0.510419 3.382162 0.00 0.00 0.00
H 0.227383 1.500167 -1.611144 0.14 -0.07 0.04
C 1.906416 3.339768 -1.730414 0.05 0.15 0.01
C -2.429935 -1.582234 3.388327 0.00 -0.03 -0.01
C -2.670913 3.343338 2.399625 -0.24 -0.09 -0.07
H 1.384984 3.530470 0.347790 0.00 0.02 -0.10
H -3.295532 -0.219811 -1.908295 -0.05 -0.02 -0.02
H -2.331841 -3.195402 1.950673 -0.01 0.00 -0.01
C -2.119054 0.281928 -3.663821 0.05 0.03 -0.03
H 4.317846 0.650912 -3.516592 -0.01 0.01 -0.01
O -0.979225 -1.673043 1.547255 -0.02 0.14 -0.25
H 1.149538 4.998950 -0.602545 0.01 0.00 -0.01
C -2.982890 -0.676407 -2.844757 0.00 0.10 -0.02
H 3.886306 -1.026340 1.611914 0.01 0.00 -0.01
H 4.279853 2.323804 -2.991592 0.00 0.00 0.02
C -2.280422 -1.986243 -2.560957 0.13 -0.05 -0.08
H -0.202874 1.245449 -3.760571 -0.04 -0.04 -0.03
H 2.960076 3.575657 -1.567561 -0.02 -0.01 -0.01
O 1.727359 1.916713 -1.748627 0.78 0.41 -0.04
C -2.631878 1.305271 0.956409 0.15 0.22 -0.08
H -1.419461 1.701074 -1.620630 -0.06 -0.03 -0.07
C 1.060253 3.913547 -0.619339 0.04 0.02 -0.01
C 3.890490 1.330004 -2.778119 -0.02 0.02 0.03
H 1.615232 3.752061 -2.702720 0.00 -0.02 -0.01
H 2.740613 -3.058127 -1.571197 -0.01 0.00 0.00
C -1.031682 -1.878361 3.930698 0.00 0.02 -0.02
C -0.622762 2.056854 1.792022 -0.10 -0.14 -0.03
H -3.899068 -0.888032 -3.396839 0.03 0.01 -0.05
H 0.003574 3.672537 -0.757053 -0.01 0.04 0.03
C 3.227539 -2.292085 -0.971782 0.02 0.00 0.01
H 4.084865 -2.724984 -0.455891 0.01 -0.01 -0.01
H -0.233809 3.606037 3.063078 0.00 0.00 0.00
H -0.959844 -2.924358 4.226904 0.01 0.00 0.00
H -1.644670 -2.249535 -3.407983 -0.06 -0.08 -0.01
H -0.106016 -0.402526 -3.174229 -0.05 0.01 -0.01
O -0.061681 1.088563 1.139107 0.11 0.15 0.12
N -1.381634 -1.944501 -1.348021 -0.03 -0.01 0.17
N -2.822417 0.416963 0.229071 -0.18 -0.26 0.02
H 1.155824 2.743095 2.483056 -0.01 -0.02 0.04
```
Forces are in eV/Å.

=====

(2)
C18H38O10S6Tl | ωB97M-V with the def2-TZVPD basis set

Its charge is +1. The orbital gap is 0.1403 Ha. The value obtained for the HOMO energy is -10.633 eV. The electronic energy is -4022.11030 a.u. The value obtained for the relative energy (zero: lowest compared OMol25 entry of this formula, charge and spin) is 1.329 eV.

Geometry as XYZ:
```
73
Properties=species:S:1:pos:R:3:forces:R:3
C -1.948214 -2.767282 -4.158506 0.09 0.70 1.66
H 2.655989 -0.406963 4.224534 -0.36 -0.30 0.09
H -5.298840 -1.147881 3.798648 0.30 -0.02 0.31
H -1.850905 -2.264188 -5.111723 -0.19 -0.23 -0.19
C -2.089049 -4.178429 -4.023342 1.22 -0.18 -2.15
S -0.585043 3.344047 2.973360 -0.52 -0.97 -0.23
H 0.549696 2.194418 4.665488 -0.03 0.23 0.28
H -1.038114 4.320929 -4.137154 0.40 0.02 0.27
H 0.902631 -2.962852 3.885748 -0.08 -0.02 0.01
Tl -1.049611 0.946629 -0.726881 0.61 0.08 0.37
O -2.525036 -5.988193 -2.570640 0.56 0.85 -0.39
C 2.320932 -0.380944 3.186391 0.57 0.26 0.19
H -1.216201 3.120176 -5.373595 0.18 -0.02 -0.24
H 4.269524 -2.772268 -0.789076 0.00 0.16 -0.37
O -2.572050 -0.150912 1.610503 -0.54 0.14 -0.11
O 1.645120 2.016882 -0.711182 0.77 0.03 0.61
O -1.655491 -0.771025 -2.979268 -0.15 0.03 -0.44
C -0.484577 3.774925 -4.901122 0.25 -0.57 0.12
H 5.196022 1.616904 -0.417698 -0.22 -0.24 0.24
H 2.315930 3.379774 1.975101 -0.47 -0.12 -0.40
C 2.997767 3.362456 1.126076 0.95 0.47 0.68
O -0.007720 1.775648 -3.248146 0.29 0.17 -0.11
H -3.294815 -3.096063 1.082173 0.25 0.17 0.13
H -2.211016 4.560610 4.081329 -0.35 0.02 0.03
C -2.175376 -4.802531 -2.664575 -1.69 -3.08 -1.23
S 2.833502 1.812806 0.192712 -0.79 0.75 -0.53
H 2.453994 0.646076 2.843599 -0.27 0.01 -0.03
H 1.108386 -3.845406 -1.581132 -0.12 0.63 0.34
H 2.961376 -2.610807 0.327199 -0.53 0.10 -0.26
C -0.526146 2.286081 4.489017 1.08 0.32 -0.47
O -1.498548 -1.932364 -0.636306 0.21 -0.42 0.41
H -1.998021 -4.657735 -0.605452 0.03 0.33 0.23
H -0.220204 -3.022041 2.473488 -0.43 0.47 0.51
H 2.137808 4.554595 -3.963184 0.02 0.10 0.12
C -1.750908 -1.978178 -2.964958 0.20 0.28 0.50
C -2.308011 3.905784 3.214710 0.79 -0.31 0.08
H 2.918716 4.265579 0.520193 -0.58 -0.30 -0.36
H -0.994993 2.801443 5.323340 -0.05 -0.09 0.02
C 0.697386 -2.593600 2.881775 0.00 -0.31 -0.18
S 0.596595 -0.773700 2.842093 0.30 -0.54 -1.79
H -2.646101 4.468388 2.349635 0.07 -0.05 -0.06
C -1.644298 -2.666813 -1.586343 -0.66 0.33 -0.14
H -0.029756 4.447500 -5.626101 -0.01 -0.02 -0.02
H 4.066430 1.387288 -1.765702 -0.06 -0.02 0.02
H -4.659859 -1.985326 0.812941 0.29 0.19 -0.13
C -4.703777 -0.401969 3.276987 0.32 -0.19 -1.22
H -4.352969 0.419394 3.893834 -0.11 -0.09 0.20
H -2.926290 3.034848 3.416309 -0.16 0.08 -0.05
H -0.827742 1.248818 4.358497 -0.74 0.23 -0.38
C 4.280618 1.989061 -0.883092 0.53 0.13 -0.01
O 0.521351 -0.485428 1.362730 -0.13 -0.02 0.94
H 3.975023 3.509283 1.604394 0.19 -0.69 -0.21
C 1.734698 3.832468 -3.255350 -0.35 -0.80 -0.35
S 2.410574 -1.692208 -1.916303 -1.21 0.72 0.37
C 3.458824 -2.098749 -0.499828 0.20 -1.04 0.60
C 1.669689 -3.321715 -2.359568 0.48 -0.62 0.51
H -4.691678 -3.017138 2.184233 0.34 -0.02 0.34
O -0.494991 2.426739 1.780852 -0.08 0.68 0.83
H 1.412072 -2.998255 2.160569 0.53 0.59 0.22
H 2.432930 -4.059687 -2.621295 0.29 0.40 -0.25
H -5.312411 -0.020398 2.454518 0.08 0.16 0.01
C -4.005612 -2.434348 1.566247 -1.01 0.22 -0.34
O 1.297059 -0.811320 -1.395647 0.98 -1.15 -0.66
H 3.904309 -1.210468 -0.054230 -0.19 0.32 -0.49
C -1.934352 -4.079441 -1.519056 0.80 1.71 0.78
S 0.780869 2.623353 -4.196141 -1.33 0.64 -0.30
O -1.912950 -4.809475 -5.061211 -0.58 -0.56 0.83
H 2.978132 -0.988973 2.565780 -0.16 -0.18 -0.02
H 2.501172 3.183727 -2.846946 0.26 0.37 0.35
S -3.188972 -1.141633 2.525302 -0.06 -0.50 0.89
H 4.522641 3.010708 -1.177321 -0.49 0.12 -0.03
H 1.098975 4.245073 -2.477620 0.12 0.14 0.06
H 1.023874 -3.185710 -3.224622 0.11 0.32 -0.04
```
Forces are in eV/Å.

=====

(3)
C18H38OP2Ru | ωB97M-V with the def2-TZVPD basis set

As for the expectation value of S²: 6.094. Its charge is +2. The orbital gap (spin up / spin down) is 0.2200 / 0.2369 Ha. The value obtained for the HOMO energy (spin up / spin down) is -13.822 / -14.964 eV. The electronic energy is -1560.45944 a.u. Its spin multiplicity is 5. The value obtained for the relative energy (zero: lowest compared OMol25 entry of this formula, charge and spin) is 6.823 eV.

Geometry as XYZ:
```
60
Properties=species:S:1:pos:R:3:forces:R:3
C 1.425665 -2.078038 3.996641 -0.03 0.39 0.14
C 1.401692 -0.201717 -0.897940 1.42 -0.14 0.13
H 1.638845 -1.492786 4.890874 -0.02 0.09 0.02
C -1.779337 2.801616 0.565714 0.24 0.73 -0.11
C 1.293442 -1.171868 2.769785 -0.52 -0.79 -0.29
H 2.969448 -1.127883 -2.209759 -0.50 0.01 0.18
H -3.558507 -0.946512 -1.141191 0.37 -0.31 -0.33
H -2.239153 1.313955 -3.246047 0.15 0.42 0.21
H 1.939972 -3.061861 -1.377321 -0.01 -0.17 0.81
H -0.195761 0.207576 -4.062989 -0.10 -0.39 0.02
C 1.055988 3.536402 -0.047395 -0.37 0.85 -0.33
C -1.909726 1.289115 -2.198727 -0.24 -0.24 0.06
H 2.215754 0.680309 2.178983 0.30 -0.38 0.18
C -0.052787 -0.308152 -0.835007 -0.63 -1.25 -0.08
H -2.377203 -2.329860 0.503530 0.10 -0.13 0.23
H -2.820006 1.394182 -1.606397 0.10 0.36 0.08
H -1.633592 -0.071589 0.650504 0.14 -0.15 -0.27
C 0.736680 2.456327 3.356492 0.21 1.15 0.46
H 3.058539 -0.137125 3.453895 0.19 -0.14 -0.11
H 1.764212 0.841288 -1.018914 -0.06 -0.72 -0.13
H -1.294420 3.299528 -1.975760 0.48 -0.03 0.13
C -0.819132 2.310162 -1.884256 -0.60 -0.14 -1.22
H 1.488357 1.426703 0.970405 -1.00 0.10 0.41
H 3.161649 -0.741625 1.765779 0.29 -0.07 0.22
C -0.120791 -2.573871 -1.596030 -0.01 -0.67 2.09
H -1.650065 3.056609 1.626535 -0.42 0.29 -0.06
H -2.865376 -2.330201 -2.114473 -0.13 0.37 0.15
H 0.515132 -2.646598 4.188300 0.01 0.02 -0.17
C -1.294356 -2.169444 0.593161 -0.23 0.07 -0.05
H -1.650193 -0.791203 -4.302114 0.38 0.04 -0.01
C -0.522268 -3.166782 -0.253570 0.58 -0.80 -0.22
P -1.303773 -0.409577 -1.984264 -0.86 0.43 -3.73
H -2.576935 2.064453 0.449671 0.18 0.11 -0.01
C 2.508853 -0.314641 2.526682 0.82 0.26 0.38
H -0.677454 -3.018162 -2.392499 -0.69 0.89 -0.97
H -1.994620 3.693747 -0.033167 -0.46 0.18 0.67
C -0.724996 -0.693817 -3.712211 -0.33 0.09 -0.42
H 1.740293 2.873451 3.161420 -0.42 -0.18 0.17
H 2.255342 -2.772354 3.858152 -0.02 -0.01 -0.06
P -0.189985 2.256620 -0.190122 -1.04 2.41 -2.12
C -2.937512 -1.239518 -2.006576 -0.25 -0.16 0.10
C 1.873638 -1.072427 -2.115026 0.07 0.71 -0.55
C 1.232819 -2.325238 -1.727600 2.01 -1.11 -1.11
H 0.594075 4.453027 -0.397288 0.41 0.56 -0.08
H 1.183509 -1.869594 1.916417 0.01 0.14 -0.08
H 0.759668 1.823690 4.277049 -0.15 0.26 -0.99
H -3.413198 -0.814351 -2.914694 0.24 -0.30 0.43
H -0.031860 2.271118 -2.638108 0.20 -0.08 0.12
C -1.038431 -0.807265 0.069672 -0.81 1.19 3.82
H -1.039957 -2.242490 1.675547 -0.16 0.17 -0.65
H 1.387509 3.613181 0.997218 -0.13 0.21 -0.41
Ru 0.064164 1.407364 1.740506 1.54 -6.35 4.32
H 0.394777 -3.431713 0.286333 -0.18 -0.15 -0.08
H 1.914094 3.252351 -0.664637 -0.07 0.13 0.03
H 1.813793 -0.605867 0.047312 0.00 0.34 -0.52
H -0.108341 -1.591876 -3.870054 -0.36 0.55 0.01
H -1.141616 -4.051257 -0.380321 0.14 -0.22 -0.05
O 0.114334 -0.397406 2.817582 -0.55 2.16 -0.72
H 0.000835 3.277558 3.474753 0.39 -0.31 0.10
H 1.458273 -0.595664 -3.014456 0.43 -0.24 0.27
```
Forces are in eV/Å.

=====

(4)
C18H39AlBBrF9N3O4PS | ωB97M-V with the def2-TZVPD basis set

Its charge is -1. The orbital gap is 0.1875 Ha. The value obtained for the HOMO energy is -3.292 eV. The electronic energy is -5654.23934 a.u. The value obtained for the relative energy (zero: lowest compared OMol25 entry of this formula, charge and spin) is 0.000 eV.

Geometry as XYZ:
```
78
Properties=species:S:1:pos:R:3:forces:R:3
C 0.833613 -4.913048 -4.663741 0.19 0.08 0.21
C -0.522536 -0.960851 5.521744 1.04 -0.48 -0.26
C 1.105474 0.168759 -1.594206 -0.03 0.16 0.21
C -1.920236 1.792184 1.941174 -0.39 1.36 1.54
H -1.727397 -5.250788 -3.899070 0.06 0.01 -0.03
C -3.206376 1.660578 2.832843 0.40 -0.86 -0.69
N 5.689698 -1.466487 -5.047370 -0.05 -0.23 0.06
H 1.982265 3.645123 1.394982 0.25 0.00 -0.35
O 2.031101 -4.725264 -4.817290 0.01 -0.02 -0.16
C -5.451990 3.876911 3.893534 -0.67 0.61 -0.82
H 0.733781 -1.788292 -0.848413 -0.01 0.14 0.06
H 2.500585 4.546173 3.779673 0.06 0.11 0.34
N 0.283500 -4.834208 -3.424710 -0.07 -0.08 -0.29
H -1.469703 -4.109059 -2.567404 -0.17 -0.06 -0.02
C 3.079780 3.699237 4.162437 -0.02 -0.17 -0.85
O 0.094237 -1.326756 3.082881 -0.72 -0.20 0.25
F -6.694905 3.267511 5.944213 0.03 -0.03 0.08
N 1.589800 0.913853 -2.627328 -0.09 -0.29 0.01
C -4.885396 3.592431 2.477209 1.62 -1.29 0.06
H -5.306611 1.445215 2.335086 -0.17 0.31 0.03
H 3.172665 0.802194 -3.971515 0.05 -0.18 -0.13
H 2.148214 -0.643013 -3.926980 0.05 0.01 0.06
F -7.877098 4.228005 4.361896 -0.33 -0.10 -0.53
H -0.855201 -4.468250 -5.915859 -0.09 -0.10 0.01
H -0.272126 -0.313502 6.363560 -0.37 0.08 -0.02
H 1.553041 0.839083 -4.704451 0.09 -0.13 -0.13
H -3.333479 0.586339 3.012201 -0.25 0.13 0.16
H -0.382453 3.281835 1.908155 0.33 -0.07 0.28
H 2.884941 3.525905 5.220277 -0.17 0.10 -0.06
H 6.194518 -3.057217 -6.330235 -0.04 0.01 0.06
C -0.900942 2.714344 2.692800 0.04 -0.43 -0.55
C -0.085157 -5.234794 -5.818064 0.03 0.00 -0.04
F -6.167522 1.579249 4.623250 0.27 -0.27 -0.62
H 4.148014 3.905668 4.043454 -0.09 0.03 -0.05
H -1.432430 3.473631 3.276757 -0.13 -0.09 -0.09
H 6.211548 -4.059875 -4.221024 -0.04 -0.03 -0.10
H -1.169203 -5.839576 -2.322788 -0.18 0.00 -0.03
Br 0.108620 2.743664 6.129453 -0.01 -0.11 -0.07
F -5.767248 5.163875 3.932039 -0.51 0.97 -0.25
S -6.989898 2.908010 4.417339 -0.66 0.85 1.55
H 5.624428 -1.578775 -7.125277 0.08 -0.14 -0.12
F -8.286936 2.131783 4.884989 -0.07 -0.24 0.05
H -1.508794 0.794430 1.782984 0.05 0.11 -0.38
H 0.496007 -5.262061 -6.735180 0.08 0.02 0.07
O 4.787290 -1.598413 -2.999034 -0.05 0.06 -0.04
H 7.249995 -1.634661 -6.415605 0.03 -0.14 -0.14
H 0.554290 -1.647593 -2.605745 0.12 -0.05 -0.05
H -3.003803 2.104448 3.806336 -0.21 0.11 -0.04
B -0.045149 -0.360612 4.111293 -0.49 -0.53 0.48
H 4.573070 -3.991570 -4.934821 0.05 -0.11 0.02
F -7.379500 2.552891 2.932706 0.16 -0.14 -0.36
F -3.725425 4.295193 2.447909 0.35 0.58 0.30
O 0.660340 0.710013 -0.598719 -0.19 -0.18 -0.15
H 4.779646 -4.093695 -3.184046 -0.04 0.10 0.00
C 2.352623 2.612373 1.412141 -0.78 0.30 1.18
H 0.952324 -4.615003 -2.701483 -0.04 0.03 0.00
H 1.510322 1.991877 1.073990 0.57 0.10 -0.22
H 0.024781 -1.908125 5.677461 -0.18 0.03 -0.03
H -4.320417 2.148453 1.074575 -0.14 0.10 0.00
H 2.180660 -1.672745 -1.863839 -0.03 -0.03 -0.13
H 1.538348 1.907807 -2.466884 0.04 -0.03 0.03
C -4.503991 2.158244 2.151898 0.15 -0.41 0.00
H -1.587709 -1.226494 5.512866 0.03 0.21 -0.01
C 5.196111 -3.678270 -4.096104 0.05 -0.05 -0.08
C 6.218403 -1.973194 -6.298352 -0.04 0.48 0.15
Al 0.359919 1.704933 3.931862 -0.08 1.10 -0.54
H 5.663467 -0.468340 -4.908250 0.02 -0.03 -0.01
C 1.149059 -1.333940 -1.744273 0.04 -0.10 0.03
P 2.589133 2.146102 3.223621 0.67 -0.62 0.31
C 5.203460 -2.175716 -3.989502 -0.08 0.05 0.21
F -4.560562 3.721436 4.821479 1.30 -1.03 0.83
H 3.254907 2.466969 0.821626 -0.10 0.05 -0.08
H -0.604256 -1.245363 2.419758 0.59 0.26 -0.13
H -0.552010 -6.209889 -5.671857 -0.12 0.07 -0.01
C -1.103756 -5.021176 -3.041511 0.36 0.12 0.30
C 2.147211 0.440532 -3.877445 -0.09 0.52 0.11
F -5.631831 4.157614 1.525801 -1.19 0.10 -0.21
H -2.179144 2.281741 0.998120 -0.05 -0.44 -0.18
```
Forces are in eV/Å.